C32H88As2F12N6O6 as an isolated structure at a distorted geometry. Source: the Open Molecules 2025 dataset; level of theory: wB97M-V/def2-TZVPD.

Last column: Mulliken charge in e.
Atoms and positions in Å:
C1 -0.1728 3.6731 1.6853  -1.595
C2 -1.6858 3.7642 1.5095  0.005
N1 -2.3721 5.1520 1.7906  0.442
C3 -1.6001 6.3217 1.0996  -1.078
C4 -3.8083 5.2958 1.1275  -0.594
C5 -4.8732 4.2605 1.6384  -0.989
C6 -2.3082 5.4544 3.3369  -0.545
C7 -2.3221 4.2828 4.3159  -0.781
O1 -3.3799 3.3317 3.9499  -0.213
C8 -3.4903 2.2880 4.8071  -0.859
H1 0.2243 3.9240 2.6689  0.237
H2 0.3579 4.2786 0.9505  0.413
H3 0.1484 2.6820 1.3646  0.262
H4 -2.1116 2.9997 2.1593  0.310
H5 -2.0078 3.5397 0.4927  0.212
H6 -1.6829 6.4189 0.0171  0.341
H7 -0.5765 6.0370 1.3431  0.464
H8 -1.8082 7.2856 1.5640  0.408
H9 -3.5874 5.3062 0.0601  0.473
H10 -4.1217 6.3144 1.3562  0.433
H11 -5.1313 4.1937 2.6953  0.296
H12 -4.5355 3.2817 1.2977  0.173
H13 -5.7824 4.3563 1.0449  0.463
H14 -3.2107 6.0529 3.4612  0.429
H15 -1.4167 6.0477 3.5403  0.421
H16 -2.4877 4.7837 5.2697  0.578
H17 -1.3281 3.8446 4.4053  0.350
H18 -4.4000 1.7689 4.5053  0.269
H19 -3.3357 2.6169 5.8347  0.346
H20 -2.6797 1.5689 4.6888  0.269
C9 4.7018 1.3851 -4.0368  -1.096
C10 5.0816 1.3412 -2.5769  -0.400
N2 4.5387 2.4425 -1.7018  0.179
C11 5.2930 3.7557 -2.0981  -0.884
C12 3.0316 2.7631 -1.7170  -1.277
C13 2.2085 1.6442 -1.1848  0.159
C14 4.9446 2.0213 -0.2400  -0.803
C15 4.6638 3.0941 0.8877  -0.333
O2 5.6232 4.2007 0.8967  -0.377
C16 5.6373 5.0588 2.0572  -0.708
H21 5.1954 2.1999 -4.5665  0.319
H22 3.6155 1.3799 -4.1264  0.231
H23 5.0560 0.4017 -4.3461  0.425
H24 6.1639 1.3601 -2.4485  0.364
H25 4.5932 0.4546 -2.1726  0.355
H26 6.2966 3.7853 -1.6739  0.380
H27 4.7595 4.6069 -1.6750  0.373
H28 5.4123 3.9160 -3.1696  0.328
H29 2.7233 2.6895 -2.7598  0.596
H30 2.9558 3.7606 -1.2842  0.450
H31 1.1928 1.8165 -1.5406  0.468
H32 2.0639 1.5861 -0.1060  -0.202
H33 2.5482 0.6281 -1.3858  -0.119
H34 6.0100 1.7913 -0.2480  0.589
H35 4.4782 1.0669 0.0043  0.474
H36 4.7991 2.6034 1.8516  0.331
H37 3.6333 3.4306 1.0011  0.221
H38 4.7837 5.7297 2.1538  0.289
H39 6.4230 5.8139 2.0351  0.300
H40 5.6391 4.4504 2.9616  0.258
C17 2.5277 -4.5304 0.1140  -1.502
C18 2.3792 -3.8526 -1.2691  0.680
C19 2.7995 -4.7930 -2.4687  -0.762
O3 2.1713 -5.9944 -2.2216  -0.349
C20 2.3415 -7.0542 -3.1413  -0.837
N3 0.8801 -3.4750 -1.4822  0.445
H41 0.3507 -4.2361 -1.8828  0.466
H42 0.3869 -3.2461 -0.6311  0.269
H43 0.7247 -2.6802 -2.0856  -0.124
H44 2.0367 -5.4929 0.2577  0.309
H45 2.2215 -3.8102 0.8728  0.334
H46 3.5326 -4.7963 0.4419  0.438
H47 2.9833 -2.9454 -1.2553  0.047
H48 3.8836 -4.8655 -2.3812  0.490
H49 2.4916 -4.3978 -3.4367  0.402
H50 1.8548 -7.8999 -2.6557  0.275
H51 3.3599 -7.4424 -3.1562  0.344
H52 2.0593 -6.8658 -4.1772  0.310
C21 -3.8276 -1.9539 -3.2767  -1.359
C22 -3.8325 -0.4283 -3.4480  0.209
C23 -4.7793 0.4438 -2.5279  -0.750
O4 -4.6792 1.7862 -2.8470  -0.414
C24 -5.1464 2.5865 -1.8089  -0.657
N4 -2.4176 0.0374 -3.3064  -0.041
H53 -2.2032 0.8469 -2.7418  0.295
H54 -1.6116 -0.5281 -3.0811  -0.053
H55 -2.1470 0.4079 -4.2062  0.438
H56 -3.4661 -2.2249 -2.2847  0.189
H57 -3.1809 -2.4157 -4.0227  0.422
H58 -4.8715 -2.2676 -3.2786  0.440
H59 -4.0203 -0.1723 -4.4908  0.420
H60 -4.6093 0.1593 -1.4895  0.454
H61 -5.8252 0.2701 -2.7808  0.423
H62 -6.0107 2.1327 -1.3239  0.389
H63 -5.3796 3.6413 -1.9542  0.398
H64 -4.3004 2.6709 -1.1267  0.085
C25 5.4279 -0.7078 5.6244  -1.208
C26 5.4123 -1.5182 4.2469  -0.265
C27 4.0982 -1.3896 3.5592  -0.599
O5 3.8385 0.0295 3.5036  -0.272
C28 2.5822 0.2704 2.9576  -0.875
N5 6.5801 -1.1082 3.3840  -0.165
H65 6.6666 -0.1031 3.3339  0.307
H66 7.3052 -1.4852 3.9774  0.412
H67 6.6407 -1.6218 2.5165  0.314
H68 4.6299 -1.1199 6.2421  0.378
H69 5.2490 0.3654 5.5596  0.282
H70 6.3879 -0.8281 6.1265  0.472
H71 5.7052 -2.5488 4.4475  0.425
H72 3.2593 -1.7800 4.1353  0.508
H73 4.0727 -1.9200 2.6073  0.298
H74 1.7370 -0.2394 3.4200  0.471
H75 2.5109 0.1013 1.8832  0.175
H76 2.3824 1.3361 3.0695  0.347
C29 -8.2448 -6.4906 -0.9899  -1.337
C30 -6.7568 -6.1075 -0.8218  0.032
C31 -6.4291 -4.8949 -0.0022  -0.592
O6 -4.9830 -4.7896 0.1886  -0.365
C32 -4.4956 -3.6256 0.9328  -0.601
N6 -5.8801 -7.2933 -0.4600  -0.154
H77 -6.0081 -8.0258 -1.1434  0.383
H78 -4.8908 -7.0954 -0.4117  0.310
H79 -6.3349 -7.5882 0.3922  0.370
H80 -8.7271 -6.9209 -0.1122  0.394
H81 -8.2869 -7.2471 -1.7735  0.437
H82 -8.7712 -5.6666 -1.4715  0.380
H83 -6.3826 -5.8646 -1.8163  0.255
H84 -6.8934 -4.7857 0.9779  0.429
H85 -6.8092 -4.1383 -0.6885  0.313
H86 -4.6354 -2.7056 0.3653  0.146
H87 -3.4155 -3.6595 1.0750  0.197
H88 -4.9202 -3.5327 1.9324  0.372
As1 -1.0836 -0.7864 0.5089  1.986
F1 -2.9110 -1.1212 0.3044  -0.557
F2 -1.1706 0.9886 0.5325  -0.432
F3 0.6559 -0.5937 0.6803  -0.423
F4 -0.8098 -2.4773 0.4149  -0.675
F5 -0.8333 -0.6105 -1.3250  -0.265
F6 -1.3491 -0.8011 2.2634  -0.519
As2 1.4900 -1.2536 -4.6363  1.913
F7 1.8546 -2.8199 -5.5629  -0.492
F8 2.8673 -0.5250 -5.5425  -0.495
F9 1.2901 0.3358 -3.8469  -0.390
F10 0.1720 -2.0232 -3.6011  -0.655
F11 2.6356 -1.8115 -3.3740  -0.469
F12 0.3134 -0.7192 -5.8005  -0.453

Values from the calculation:
Charge = +4
HOMO-LUMO gap = 8.9228 eV
Maximum force = 4.16 eV Å⁻¹
DFT total energy = -7720.71885 a.u.